Entry 1:
# C22H29F4N4STeV

A structure of composition C22H29F4N4STeV at a distorted geometry (ωB97M-V/def2-TZVPD, the Open Molecules 2025 dataset).

Calculated values
HOMO-LUMO gap (alpha / beta): 0.272 / 0.251 Ha
Multiplicity: 4
Total charge: +1

Last column: Löwdin charge in e.
Element x y z (Å)
V  0.02  0.24  0.29  0.430
C  -4.12  -0.21  0.70  -0.047
C  -2.65  0.15  0.54  -0.238
N  -1.65  -0.90  0.82  -0.271
C  -1.56  -1.28  2.24  -0.214
C  -2.50  -2.38  2.75  -0.063
C  -1.83  -2.05  -0.09  -0.132
C  -0.50  -2.28  -0.82  -0.191
N  -0.07  -0.95  -1.15  -0.251
C  0.56  -0.67  -2.31  -0.271
C  0.32  0.57  -2.92  -0.139
F  -0.53  1.40  -2.24  0.030
C  0.89  0.89  -4.14  -0.207
F  0.60  2.06  -4.73  0.109
C  1.74  0.00  -4.78  0.087
C  2.07  -1.19  -4.14  -0.206
F  2.94  -2.02  -4.71  0.113
C  1.51  -1.51  -2.92  -0.169
F  1.95  -2.55  -2.15  0.022
H  -4.73  0.61  0.33  0.088
H  -4.37  -0.36  1.75  0.074
H  -4.39  -1.11  0.14  0.082
H  -2.44  1.00  1.20  0.094
H  -2.47  0.47  -0.50  0.127
H  -1.74  -0.38  2.83  0.114
H  -0.52  -1.61  2.42  0.114
H  -3.52  -2.24  2.40  0.068
H  -2.51  -2.35  3.84  0.087
H  -2.16  -3.37  2.46  0.077
H  -2.58  -1.79  -0.84  0.130
H  -2.16  -2.94  0.44  0.118
H  -0.64  -2.90  -1.71  0.143
H  0.22  -2.78  -0.15  0.090
H  2.18  0.24  -5.73  0.141
C  2.64  -2.78  1.03  -0.345
Te  2.42  -0.79  0.21  1.557
C  3.66  -0.39  1.94  -0.358
C  4.58  -1.58  1.96  -0.314
C  5.88  -1.53  2.44  -0.033
C  6.66  -2.68  2.44  -0.070
C  6.15  -3.87  1.97  -0.069
C  4.85  -3.92  1.49  -0.031
C  4.06  -2.78  1.49  -0.314
H  2.44  -3.57  0.30  0.063
H  1.96  -2.90  1.88  0.071
H  3.06  -0.37  2.86  0.068
H  4.21  0.55  1.86  0.065
H  6.29  -0.60  2.80  0.115
H  7.67  -2.64  2.82  0.107
H  6.75  -4.76  1.97  0.108
H  4.45  -4.85  1.10  0.116
C  -1.58  3.74  1.49  -0.055
N  -0.69  3.07  0.55  -0.044
C  0.31  2.21  0.88  -0.978
N  0.29  1.52  2.10  0.064
S  1.72  2.12  -0.06  0.705
H  -2.36  4.23  0.92  0.101
H  -1.06  4.49  2.08  0.102
H  -2.06  3.02  2.16  0.075
H  -0.51  3.58  -0.30  0.135
H  -0.38  1.86  2.79  0.116
H  1.22  1.41  2.49  0.105

---

Entry 2:
# H31O15

A cluster of 15 separate species, H31O15 in total at a distorted geometry (ωB97M-V/def2-TZVPD, the Open Molecules 2025 dataset).

Calculated values
HOMO-LUMO gap (alpha / beta): 0.352 / 0.085 Ha
Multiplicity: 2
Total charge: +2

Last column: Löwdin charge in e.
Element x y z (Å)
O  -1.27  2.20  3.32  -0.026
H  3.79  0.79  1.34  0.091
H  -1.40  3.00  3.84  0.093
O  -2.41  1.31  -1.73  -0.057
H  -3.18  1.87  -1.66  0.061
H  -2.82  0.75  -2.41  0.053
O  2.89  1.12  1.39  -0.005
H  -5.14  -1.04  -0.67  0.055
H  2.31  0.51  1.87  0.029
O  0.99  2.37  -2.44  -0.034
H  2.04  1.49  -1.68  0.123
H  0.51  2.77  -1.66  0.047
O  -1.05  -2.86  -3.60  -0.052
H  -1.32  -1.97  -3.24  0.030
H  -0.32  -3.22  -3.09  0.009
O  -4.69  -0.65  -1.44  -0.075
H  1.67  -3.13  3.62  0.078
H  2.53  0.70  -0.29  0.101
O  2.24  -2.36  3.41  -0.047
H  0.57  -0.45  1.61  0.023
H  2.40  -0.06  -1.77  0.062
O  0.65  -2.21  -1.12  -0.026
H  0.14  -0.46  -2.86  0.019
H  -0.19  -2.64  -1.03  0.045
O  2.68  0.73  -1.29  0.181
H  -4.28  -1.27  -2.08  0.058
H  2.55  -1.65  -2.97  0.060
O  -1.94  -0.50  3.30  0.186
H  0.45  1.05  4.60  0.094
O  0.49  2.94  0.02  -0.023
H  -0.20  2.27  0.12  0.055
H  0.14  3.70  0.48  0.083
O  0.07  -1.14  1.15  0.039
H  1.11  -2.34  -0.30  0.024
H  -0.75  -0.90  1.64  0.054
O  2.04  -0.90  -3.24  -0.024
H  2.99  -2.74  2.95  0.051
H  1.62  -1.16  -4.09  0.113
O  0.56  0.38  3.92  0.114
H  -2.08  2.12  2.80  0.075
H  1.09  -0.28  4.37  0.086
O  -0.58  0.13  -3.18  -0.036
H  -1.05  0.32  -2.40  -0.031
H  0.50  1.58  -2.77  0.035
H  -2.72  -0.61  3.92  0.172
H  -1.62  0.44  3.33  0.038

---

Entry 3:
# C5H7ClN2

An isolated molecule of C5H7ClN2 at a distorted geometry (ωB97M-V/def2-TZVPD, the Open Molecules 2025 dataset).

Calculated values
HOMO-LUMO gap: 0.349 Ha
SMILES string: N[C@]1(Cl)C=NC=CC1

Last column: Löwdin charge in e.
Element x y z (Å)
N  -0.95  -1.60  1.00  0.025
C  -0.12  -0.79  0.30  -0.839
Cl  0.86  -2.03  -0.76  0.527
C  1.00  -0.10  1.00  -0.165
N  1.52  1.00  0.63  0.071
C  1.16  1.67  -0.51  -0.168
C  0.00  1.36  -1.09  -0.061
C  -0.87  0.21  -0.57  -0.152
H  -1.67  -1.95  0.34  0.117
H  -0.46  -2.23  1.61  0.088
H  1.31  -0.61  1.86  0.100
H  1.48  2.68  -0.64  0.100
H  -0.27  1.80  -2.08  0.116
H  -1.36  0.66  0.24  0.106
H  -1.64  -0.07  -1.32  0.135

---

Energy above the lowest of the compared OMol25 structures with the same formula, charge and spin across the listed records, respectively: 248.6 56.2 181.9 kJ/mol.